Entry 1:
Density functional theory data (ωB97M-V/def2-TZVPD) for a cluster of 10 separate species, C26H49N5O6 in total.

The SMILES is CN(C)C=O.CC(C)=O.CC(C)=O.CC(C)=O.CC(C)=O.CC(C)=O.CC#N.CC#N.CC#N.CC#N. The energy relative to the best compared isomer or geometry (same formula, charge and spin) comes out at 91.96 kcal per mole. The calculation puts the lowest unoccupied orbital energy at 0.07 eV. The value obtained for the HOMO-LUMO gap is 9.49 eV. The value obtained for the HOMO energy is -9.417 eV. The calculation puts the total energy at -47486.790 eV.

Last column: Mulliken charge in e.
Cartesian coordinates (Å):
1 C 1.184 -0.552 7.070  -0.937
2 N 1.292 0.766 6.482  0.148
3 C 0.118 1.653 6.602  -0.927
4 C 2.413 1.168 5.809  0.146
5 O 2.658 2.361 5.386  -0.625
6 H 0.588 -1.179 6.406  0.357
7 H 0.778 -0.613 8.080  0.303
8 H 2.136 -1.082 7.115  0.285
9 H -0.777 1.328 6.071  0.348
10 H -0.303 1.646 7.607  0.320
11 H 0.179 2.672 6.221  0.304
12 H 3.170 0.374 5.721  0.277
13 C 1.963 7.412 -2.605  -0.987
14 C 1.654 8.828 -3.075  0.735
15 C 0.556 9.532 -2.384  -1.061
16 O 2.184 9.229 -4.082  -0.531
17 H 1.100 6.857 -2.974  0.267
18 H 2.120 7.147 -1.559  0.342
19 H 2.770 7.038 -3.236  0.319
20 H -0.338 8.926 -2.234  0.312
21 H 0.140 10.345 -2.978  0.319
22 H 0.897 9.926 -1.427  0.285
23 C -7.092 -0.334 -1.633  -0.997
24 C -7.483 0.967 -0.946  0.741
25 C -8.938 1.277 -0.808  -0.996
26 O -6.615 1.759 -0.613  -0.551
27 H -7.370 -1.248 -1.108  0.302
28 H -6.008 -0.269 -1.722  0.295
29 H -7.432 -0.424 -2.665  0.305
30 H -9.351 1.751 -1.698  0.273
31 H -8.943 1.954 0.046  0.299
32 H -9.647 0.463 -0.655  0.329
33 C 0.761 -6.605 -4.821  -0.972
34 C -0.203 -5.641 -5.439  0.745
35 C -1.222 -5.086 -4.528  -1.066
36 O -0.027 -5.101 -6.524  -0.563
37 H 0.474 -6.728 -3.777  0.301
38 H 1.789 -6.288 -4.997  0.295
39 H 0.682 -7.645 -5.137  0.295
40 H -1.789 -5.919 -4.112  0.349
41 H -1.947 -4.620 -5.196  0.326
42 H -0.943 -4.346 -3.778  0.291
43 C 2.487 0.926 -6.082  -0.836
44 C 2.265 1.377 -7.481  0.718
45 C 1.052 0.805 -8.285  -1.110
46 O 2.933 2.267 -7.992  -0.542
47 H 1.475 0.549 -5.939  0.270
48 H 2.673 1.755 -5.399  0.281
49 H 3.205 0.107 -6.035  0.258
50 H 1.255 -0.208 -8.632  0.296
51 H 0.818 1.279 -9.238  0.339
52 H 0.070 0.857 -7.815  0.326
53 C 3.160 -8.519 5.477  -1.062
54 C 2.650 -7.462 4.499  0.722
55 C 3.336 -6.208 4.284  -0.962
56 O 1.741 -7.830 3.793  -0.535
57 H 2.643 -9.474 5.379  0.325
58 H 2.757 -8.162 6.425  0.299
59 H 4.212 -8.572 5.757  0.346
60 H 3.978 -6.165 3.404  0.295
61 H 4.157 -6.183 5.000  0.303
62 H 2.691 -5.342 4.431  0.267
63 C -3.974 7.059 3.764  -0.683
64 C -3.939 7.497 5.164  0.265
65 N -3.845 7.886 6.227  -0.326
66 H -4.994 6.794 3.487  0.256
67 H -3.425 6.139 3.565  0.261
68 H -3.554 7.942 3.283  0.227
69 C 7.890 1.462 0.305  -0.679
70 C 8.622 1.059 -0.828  0.316
71 N 9.234 0.752 -1.803  -0.387
72 H 7.579 0.551 0.816  0.245
73 H 7.103 2.050 -0.167  0.235
74 H 8.436 2.118 0.983  0.269
75 C -0.114 1.513 0.122  -0.740
76 C 1.028 0.595 0.284  0.346
77 N 1.894 -0.196 0.334  -0.377
78 H 0.221 2.392 -0.427  0.236
79 H -0.558 1.920 1.031  0.267
80 H -0.839 1.151 -0.608  0.270
81 C -3.760 -6.474 1.082  -0.729
82 C -3.244 -5.140 1.311  0.292
83 N -2.826 -4.079 1.487  -0.343
84 H -3.008 -7.010 0.504  0.244
85 H -4.724 -6.536 0.577  0.279
86 H -3.939 -6.943 2.050  0.257



Entry 2:
Density functional theory data (ωB97M-V/def2-TZVPD) for a cluster of 3 separate species, C26H50BCl2FO11P in total.

The total charge is -1. The energy relative to the best compared isomer or geometry (same formula, charge and spin) comes out at 5.56 kcal per mole. The calculation puts the lowest unoccupied orbital energy at 1.98 eV. The value obtained for the HOMO-LUMO gap is 5.80 eV. The value obtained for the HOMO energy is -3.823 eV. The calculation puts the total energy at -88020.176 eV.

Last column: Mulliken charge in e.
Cartesian coordinates (Å):
1 C 0.925 2.918 0.611  -1.146
2 B 0.858 1.524 1.418  1.816
3 O 1.131 1.725 2.790  -0.855
4 P 0.435 -0.272 0.661  2.673
5 C -0.474 -0.908 2.286  -1.656
6 C -1.898 -1.506 2.211  -0.698
7 C -2.843 -1.043 3.319  -0.964
8 O -2.224 -1.061 4.607  -0.491
9 C 0.023 -2.009 -0.071  -1.507
10 C 0.663 -2.669 -1.307  -1.667
11 C 2.166 -2.679 -1.645  2.343
12 C 2.886 -3.966 -1.187  -1.995
13 C 2.317 -2.622 -3.181  -1.920
14 C 1.258 0.306 -1.003  -3.340
15 O 2.601 0.822 -0.974  -0.238
16 C 2.953 1.502 -2.101  -0.773
17 O 4.025 0.785 -2.745  -0.300
18 C 4.498 1.477 -3.873  -0.514
19 C 6.003 1.614 -3.799  -0.337
20 O 6.580 1.920 -5.064  -0.534
21 C -1.311 0.566 0.158  -0.081
22 Cl -1.953 1.651 1.429  -0.259
23 C -2.053 0.507 -0.942  0.482
24 C -1.692 -0.266 -2.164  -1.011
25 Cl -3.592 1.375 -1.131  -0.299
26 C 2.090 -0.802 1.583  -0.015
27 C 2.775 -2.154 1.445  -1.781
28 F 3.162 0.157 1.485  -0.459
29 H 0.663 3.747 1.263  0.254
30 H 0.211 2.960 -0.206  0.236
31 H 1.932 3.115 0.243  0.271
32 H 2.028 2.074 2.893  0.306
33 H -0.516 -0.145 3.057  0.220
34 H 0.093 -1.709 2.748  0.754
35 H -2.467 -1.399 1.286  0.212
36 H -1.865 -2.585 2.363  0.456
37 H -3.325 -0.100 3.083  0.319
38 H -3.643 -1.785 3.353  0.395
39 H -2.254 -0.155 4.948  0.286
40 H 0.045 -2.736 0.735  0.936
41 H -1.038 -1.999 -0.307  0.509
42 H 0.164 -2.308 -2.206  0.253
43 H 0.369 -3.722 -1.315  0.424
44 H 2.682 -1.791 -1.300  -0.287
45 H 3.870 -3.693 -0.815  0.332
46 H 3.021 -4.640 -2.021  0.560
47 H 2.346 -4.454 -0.383  0.393
48 H 1.502 -3.189 -3.629  0.384
49 H 3.255 -3.049 -3.514  0.526
50 H 2.190 -1.600 -3.528  0.207
51 H 0.599 1.099 -1.367  1.111
52 H 1.193 -0.403 -1.837  0.720
53 H 2.133 1.586 -2.820  0.473
54 H 3.343 2.483 -1.813  0.350
55 H 4.234 0.916 -4.779  0.355
56 H 4.060 2.471 -3.964  0.364
57 H 6.438 0.697 -3.406  0.244
58 H 6.250 2.423 -3.122  0.268
59 H 6.050 1.476 -5.742  0.308
60 H -1.856 -1.331 -2.067  0.243
61 H -0.734 -0.027 -2.610  0.152
62 H -2.397 0.008 -2.946  0.451
63 H 1.881 -0.694 2.637  0.536
64 H 3.513 -2.096 0.655  0.316
65 H 3.396 -2.298 2.333  0.527
66 H 2.158 -3.041 1.390  0.191
67 C -0.577 3.189 -6.509  -1.438
68 C -1.547 2.056 -6.729  0.489
69 C -2.985 2.465 -6.939  -0.530
70 O -3.691 1.296 -6.503  -0.345
71 C -2.911 0.681 -5.573  0.614
72 O -3.261 -0.203 -4.866  -0.532
73 O -1.669 1.233 -5.559  -0.222
74 H 0.388 2.806 -6.179  0.322
75 H -0.433 3.753 -7.431  0.387
76 H -0.938 3.867 -5.734  0.358
77 H -1.201 1.416 -7.547  0.256
78 H -3.224 2.697 -7.974  0.294
79 H -3.280 3.302 -6.300  0.320
80 C -2.497 -0.341 8.419  -1.442
81 C -3.939 -0.434 8.843  0.604
82 C -4.924 0.247 7.925  -0.448
83 O -6.010 0.532 8.823  -0.339
84 C -5.480 0.676 10.063  0.612
85 O -6.070 1.095 11.006  -0.537
86 O -4.184 0.275 10.075  -0.364
87 H -1.839 -0.684 9.217  0.358
88 H -2.322 -0.952 7.533  0.372
89 H -2.219 0.690 8.195  0.355
90 H -4.217 -1.480 9.006  0.232
91 H -5.256 -0.381 7.103  0.275
92 H -4.546 1.193 7.532  0.320



Entry 3:
Density functional theory data (ωB97M-V/def2-TZVPD) for a cluster of 3 separate species, C26H50BN2O7S in total.

The total charge is +1. The calculation puts the lowest unoccupied orbital energy at -5.11 eV. The value obtained for the HOMO-LUMO gap is 6.87 eV. The value obtained for the HOMO energy is -11.979 eV. The calculation puts the total energy at -56586.370 eV.

Last column: Mulliken charge in e.
Cartesian coordinates (Å):
1 C 6.546 -4.249 -0.520  -1.049
2 C 5.647 -4.350 -1.887  -0.730
3 C 4.425 -3.327 -1.908  0.225
4 C 4.702 -1.931 -2.590  -0.115
5 S 6.310 -1.453 -3.387  1.246
6 C 7.806 -1.802 -2.360  -0.793
7 O 6.297 0.044 -3.651  -0.659
8 O 6.377 -2.135 -4.749  -0.593
9 C 3.575 -0.876 -2.623  -0.266
10 C 2.205 -1.203 -1.974  0.279
11 O 1.217 -0.197 -1.996  -0.043
12 B 0.721 0.023 -3.359  0.458
13 O -0.601 -0.390 -3.793  -0.521
14 O 1.538 0.657 -4.395  -0.615
15 C 2.029 -2.615 -1.337  -1.007
16 N 0.749 -2.995 -0.726  0.870
17 C 0.550 -2.402 0.625  0.409
18 C 0.042 -3.428 1.771  -1.062
19 O 0.705 -1.205 0.935  -0.418
20 C -0.409 -2.797 -1.621  0.505
21 C -0.564 -3.731 -2.934  -1.061
22 O -1.331 -1.960 -1.414  -0.455
23 N 3.110 -3.604 -1.330  0.475
24 C 2.941 -4.961 -0.684  -0.593
25 C 3.614 -4.924 0.812  -0.884
26 H 6.551 -3.201 -0.072  0.270
27 H 6.244 -5.068 0.230  0.275
28 H 7.628 -4.503 -0.839  0.375
29 H 5.351 -5.449 -1.972  0.296
30 H 6.402 -4.166 -2.742  0.504
31 H 8.717 -1.232 -2.785  0.400
32 H 7.647 -1.467 -1.264  0.294
33 H 8.115 -2.903 -2.328  0.257
34 H 3.769 0.125 -3.129  0.624
35 H -0.465 -0.889 -4.635  0.294
36 H 1.927 -0.081 -4.933  0.339
37 H -0.637 -4.239 1.299  0.303
38 H -0.486 -2.896 2.630  0.375
39 H 0.918 -4.013 2.240  0.205
40 H -0.962 -4.778 -2.645  0.350
41 H 0.459 -3.922 -3.441  0.260
42 H -1.331 -3.277 -3.662  0.342
43 H 3.390 -5.802 -1.333  0.467
44 H 1.850 -5.243 -0.519  0.368
45 H 4.186 -3.921 0.853  0.269
46 H 2.771 -4.979 1.580  0.237
47 H 4.335 -5.807 0.843  0.243
48 C -1.463 5.503 2.316  -1.375
49 C -1.771 4.013 2.407  0.671
50 C -0.515 3.149 2.539  -0.938
51 C 0.447 3.219 1.348  -0.831
52 C -0.162 2.842 -0.003  -0.339
53 C -0.654 1.402 -0.055  -0.721
54 H -0.865 5.738 1.432  0.294
55 H -2.391 6.076 2.250  0.407
56 H -0.917 5.841 3.201  0.322
57 H -2.361 3.706 1.538  -0.497
58 H -2.403 3.842 3.284  0.396
59 H -0.819 2.110 2.700  0.265
60 H 0.029 3.447 3.442  0.449
61 H 1.297 2.557 1.553  0.340
62 H 0.867 4.229 1.276  0.389
63 H 0.599 2.981 -0.779  0.290
64 H -0.983 3.521 -0.255  0.220
65 H 0.164 0.705 0.146  0.066
66 H -1.054 1.176 -1.049  0.261
67 H -1.449 1.219 0.671  0.378
68 C -5.214 2.776 0.186  -0.956
69 C -6.305 3.726 0.660  -0.496
70 C -5.999 4.361 2.018  -0.520
71 C -5.886 3.374 3.186  -0.386
72 C -7.120 2.499 3.420  -0.534
73 C -8.361 3.302 3.782  -1.224
74 H -5.088 1.932 0.869  0.261
75 H -5.467 2.370 -0.797  0.435
76 H -4.255 3.297 0.102  0.101
77 H -7.264 3.200 0.687  0.265
78 H -6.415 4.526 -0.080  0.364
79 H -6.773 5.103 2.241  0.365
80 H -5.059 4.921 1.946  0.133
81 H -5.676 3.944 4.098  0.409
82 H -5.017 2.724 3.032  0.182
83 H -6.902 1.804 4.238  0.384
84 H -7.323 1.882 2.540  0.257
85 H -8.194 3.890 4.688  0.291
86 H -9.205 2.630 3.965  0.381
87 H -8.651 3.984 2.978  0.287